Computed, not measured: C13H22Cl2N2O4Pr as an isolated structure at a distorted geometry, with ωB97M-V with the def2-TZVPD basis set.

The spin multiplicity is 3. Its gap between HOMO and LUMO (alpha / beta) is 0.29262 / 0.29714 Ha. The energy comes out at -64108.6559 eV. As for the charge: +1. As for the expectation value of S²: 2.01. The calculation puts the strongest force on any atom at 0.123 hartree/bohr.

Last column: Mulliken charge in e.
Atoms and positions in Å:
Pr -0.500 0.174 -0.085  0.846
C 1.967 -2.228 -0.597  -1.140
N 1.395 -1.553 0.585  0.614
C 2.502 -0.822 1.240  -1.327
C 0.834 -2.567 1.501  -0.936
C -0.077 -1.966 2.566  -0.944
N -1.264 -1.286 1.993  0.542
C -2.305 -2.280 1.663  -1.255
C -1.828 -0.360 3.004  -1.253
H 2.811 -2.865 -0.309  0.389
H 2.324 -1.481 -1.303  0.307
H 1.214 -2.844 -1.087  0.368
H 3.284 -1.515 1.566  0.415
H 2.150 -0.264 2.101  0.374
H 2.932 -0.115 0.532  0.375
H 1.644 -3.110 2.003  0.382
H 0.274 -3.286 0.902  0.399
H 0.480 -1.234 3.151  0.386
H -0.398 -2.765 3.243  0.435
H -2.613 -2.829 2.557  0.377
H -1.941 -2.994 0.924  0.354
H -3.183 -1.776 1.258  0.397
H -2.243 -0.915 3.851  0.401
H -2.630 0.234 2.559  0.377
H -1.059 0.309 3.374  0.407
O 0.457 1.292 1.930  -0.595
Cl 0.270 2.336 0.949  2.033
O 0.646 3.598 1.388  -0.622
O -1.128 2.251 0.579  -0.492
O 1.010 1.894 -0.218  -0.508
Cl -2.767 1.242 -1.641  -0.208
C -1.412 1.998 -2.479  1.124
C -1.438 3.366 -2.687  -0.694
C -0.335 3.974 -3.257  -0.495
C 0.774 3.205 -3.595  -0.701
C 0.779 1.841 -3.377  -0.509
C -0.321 1.181 -2.809  0.189
C -0.309 -0.279 -2.506  -1.341
H -2.309 3.943 -2.408  0.451
H -0.345 5.040 -3.433  0.417
H 1.639 3.677 -4.043  0.406
H 1.647 1.254 -3.650  0.401
H 0.565 -0.728 -2.981  0.494
H -1.191 -0.750 -2.952  0.362

=====

Computed, not measured: C13H22Cl3GeIrNO7PS2Se as an isolated structure, with ωB97M-V with the def2-TZVPD basis set.

The spin multiplicity is 2. Its gap between HOMO and LUMO (alpha / beta) is 0.27207 / 0.21439 Ha. The energy comes out at -222899.8560 eV. As for the charge: -1. As for the expectation value of S²: 0.76. The calculation puts the strongest force on any atom at 0.010 hartree/bohr.

Last column: Mulliken charge in e.
Atoms and positions in Å:
Ir 1.187 -1.044 0.255  1.238
Cl 0.709 1.907 2.605  -0.331
Ge -0.289 0.233 1.576  0.342
Cl -1.461 -0.506 3.228  -0.291
Cl -1.747 1.258 0.377  -0.289
Se 3.032 -0.122 1.323  0.013
C 3.121 -0.667 3.153  0.764
C 4.390 -0.805 3.703  -0.573
C 4.501 -1.195 5.028  -0.334
N 3.457 -1.432 5.818  -0.599
C 2.247 -1.281 5.281  -0.609
C 2.022 -0.903 3.965  0.191
H 5.278 -0.621 3.111  0.367
H 5.481 -1.319 5.476  0.344
H 1.404 -1.471 5.934  0.386
H 1.007 -0.801 3.610  -0.062
O -2.102 -2.223 0.387  -0.584
S -0.917 -2.949 0.014  1.028
O -1.069 -4.288 -0.468  -0.614
O -0.079 -2.081 -0.963  -0.516
S 0.476 -2.839 1.565  -0.328
C 0.354 -0.882 -4.268  -1.541
C -0.323 0.434 -3.909  1.688
C -1.798 0.209 -3.624  -1.588
C -0.118 1.475 -5.000  -1.816
O 0.207 0.980 -2.664  0.691
P 1.755 0.975 -2.266  0.369
O 2.645 1.197 -3.419  -0.882
O 2.038 -0.291 -1.439  -0.859
O 1.806 2.102 -1.134  0.083
C 1.509 3.512 -1.258  1.728
C 2.298 4.157 -0.127  -1.580
C 1.959 4.061 -2.605  -1.611
C 0.016 3.721 -1.047  -1.168
H -0.134 -1.298 -5.153  0.492
H 0.258 -1.596 -3.451  0.221
H 1.410 -0.727 -4.487  0.383
H -2.291 -0.176 -4.519  0.413
H -2.276 1.145 -3.331  0.336
H -1.921 -0.509 -2.814  0.247
H -0.558 1.123 -5.936  0.476
H 0.947 1.650 -5.150  0.333
H -0.602 2.414 -4.722  0.326
H 3.366 3.988 -0.270  0.385
H 1.999 3.720 0.828  0.173
H 2.109 5.231 -0.096  0.414
H 3.008 3.829 -2.785  0.355
H 1.818 5.144 -2.614  0.494
H 1.379 3.629 -3.420  0.176
H -0.289 3.317 -0.082  0.165
H -0.557 3.216 -1.823  0.120
H -0.213 4.789 -1.071  0.435

=====

Computed, not measured: C13H22F5InN2O5PS2 as an isolated structure at a distorted geometry, with ωB97M-V with the def2-TZVPD basis set.

Its gap between HOMO and LUMO is 0.08406 Ha. The energy comes out at -76735.2073 eV. As for the charge: +3. The calculation puts the strongest force on any atom at 0.154 hartree/bohr.

Last column: Mulliken charge in e.
Atoms and positions in Å:
C -2.044 1.636 -3.252  -0.871
C -1.585 0.101 -3.187  -0.544
N -0.102 -0.125 -3.168  0.196
C 0.472 -0.059 -1.785  -0.296
C 0.198 -1.480 -1.100  -0.814
C 0.491 -1.566 0.476  0.810
C -0.254 -2.871 1.014  0.373
F 0.357 -3.458 2.146  -0.253
F -0.138 -3.853 -0.010  -0.283
C -1.821 -2.696 1.283  0.567
F -2.435 -3.900 0.879  -0.234
F -2.436 -1.682 0.527  -0.165
F -2.113 -2.598 2.666  -0.220
O 1.902 -2.007 0.488  -0.314
S 2.935 -0.689 0.567  1.293
O 3.828 -0.402 -0.591  -0.521
O 3.886 -0.658 1.747  -0.541
O 1.784 0.460 1.034  -0.390
C 0.547 -0.247 1.377  -0.460
C 0.837 -0.558 2.956  -0.876
C 1.219 0.771 3.791  -0.592
C 0.292 0.970 5.098  -0.653
N -0.083 2.418 5.134  -0.332
P -0.925 0.950 1.433  0.290
S -2.277 0.566 2.796  0.185
C 0.481 0.889 -4.046  0.585
C 0.291 0.789 -5.645  -1.013
O 1.122 1.890 -3.641  -0.571
H -3.144 1.663 -2.918  0.376
H -2.024 2.044 -4.313  0.200
H -1.459 2.295 -2.517  0.282
H -2.141 -0.385 -2.314  0.205
H -1.982 -0.417 -4.134  0.410
H 1.600 0.100 -1.921  0.507
H 0.026 0.840 -1.244  -0.183
H 0.924 -2.219 -1.599  0.257
H -0.845 -1.849 -1.405  0.661
H -0.026 -1.146 3.440  0.661
H 1.753 -1.254 3.061  0.503
H 1.176 1.728 3.177  0.435
H 2.308 0.684 4.152  0.460
H 0.885 0.766 6.062  0.390
H -0.618 0.292 5.108  0.435
H -0.841 2.561 5.833  0.337
H 0.762 2.935 5.453  0.347
H -1.586 1.112 0.156  0.255
H -0.386 2.254 1.756  0.329
H -0.237 1.769 -5.976  0.274
H 1.342 0.695 -6.110  0.442
H -0.371 -0.096 -5.942  0.327
In 0.454 3.041 -6.790  0.732

=====

Computed, not measured: C13H22N3OPTa as an isolated structure at a distorted geometry, with ωB97M-V with the def2-TZVPD basis set.

Its gap between HOMO and LUMO is 0.24347 Ha. The energy comes out at -31188.3076 eV. As for the charge: -1. The calculation puts the strongest force on any atom at 0.062 hartree/bohr.

Last column: Mulliken charge in e.
Atoms and positions in Å:
C 0.276 -3.050 3.705  -0.157
C 0.302 -2.544 2.594  -0.408
Ta 0.430 -1.467 0.535  0.603
C 0.764 -0.395 -1.467  -0.880
C 0.440 1.160 -1.211  -0.655
N 1.528 1.725 -0.394  0.623
C 1.150 2.956 0.348  -0.547
C 0.001 3.815 -0.296  -0.957
C 2.764 1.877 -1.133  0.201
C 4.020 1.087 -0.581  -0.872
O 2.889 2.526 -2.151  -0.564
P 0.110 -3.805 -0.552  0.175
N -0.976 -3.872 -1.748  -0.836
C -1.823 -0.955 0.534  0.400
C -2.579 -0.809 1.814  -0.552
C -3.992 -0.439 1.745  -0.214
N -4.737 -0.205 0.626  -0.593
C -4.047 -0.362 -0.539  -0.288
C -2.637 -0.713 -0.698  -0.277
H 0.239 -3.325 4.776  0.356
H 2.283 -1.717 0.603  -0.141
H 0.708 0.081 1.502  -0.326
H 0.035 -0.832 -2.207  0.356
H 1.795 -0.527 -1.903  0.369
H -0.567 1.178 -0.726  0.301
H 0.340 1.659 -2.225  0.316
H 2.072 3.617 0.353  0.330
H 0.976 2.699 1.434  0.294
H 0.220 4.136 -1.345  0.232
H -0.987 3.278 -0.217  0.239
H -0.116 4.743 0.337  0.382
H 4.982 1.594 -0.834  0.356
H 3.938 0.057 -1.026  0.191
H 3.856 0.978 0.527  0.266
H 1.374 -4.211 -1.128  0.042
H -0.256 -4.757 0.454  0.038
H -1.368 -2.930 -1.841  0.267
H -2.086 -0.945 2.803  0.266
H -4.519 -0.303 2.730  0.273
H -4.630 -0.212 -1.490  0.278
H -2.171 -0.790 -1.707  0.116

=====

Computed, not measured: an isolated ion of composition C13H22NO and charge +1 at a distorted geometry, with ωB97M-V with the def2-TZVPD basis set.

Its gap between HOMO and LUMO is 0.34007 Ha. The energy comes out at -17365.5606 eV. As for the charge: +1. As for the SMILES: CC(=O)/C=C/[C@@]12[NH2+][C@]1(C)CCCC2(C)C. The calculation puts the strongest force on any atom at 0.080 hartree/bohr.

Last column: Mulliken charge in e.
Atoms and positions in Å:
C 4.504 -0.590 1.989  -1.420
C 3.198 0.083 1.820  0.785
O 2.884 1.159 2.295  -0.551
C 2.213 -0.581 0.831  -1.054
C 1.223 0.224 0.360  -0.476
C -0.003 -0.081 -0.382  -0.667
N -0.361 -1.514 -0.518  0.186
C -1.180 -1.033 0.597  1.082
C -0.702 -1.319 2.015  -1.555
C -2.594 -0.975 0.265  -1.284
C -3.062 0.156 -0.594  -0.627
C -2.063 0.526 -1.720  -1.333
C -0.633 0.979 -1.289  2.013
C 0.285 1.023 -2.539  -1.599
C -0.810 2.334 -0.690  -1.635
H 4.869 -0.377 0.990  0.353
H 4.629 -1.597 2.117  0.403
H 5.075 -0.130 2.707  0.386
H 2.302 -1.653 0.610  0.348
H 1.207 1.164 0.741  0.777
H -0.909 -1.713 -1.381  0.452
H 0.381 -2.151 -0.233  0.427
H 0.307 -1.793 2.002  0.277
H -1.261 -2.105 2.450  0.508
H -0.770 -0.430 2.517  0.373
H -3.235 -0.932 1.199  0.349
H -2.861 -1.914 -0.128  0.489
H -3.463 1.022 0.106  0.347
H -3.907 -0.191 -1.123  0.409
H -1.859 -0.360 -2.496  0.417
H -2.424 1.341 -2.290  0.635
H -0.343 1.544 -3.261  0.451
H 0.661 -0.054 -2.948  0.259
H 1.195 1.684 -2.468  0.370
H 0.076 3.097 -0.748  0.378
H -0.926 2.379 0.423  0.378
H -1.646 2.779 -1.227  0.349

=====

Computed, not measured: a 2-piece molecular cluster, C13H22NO overall at a distorted geometry, with ωB97M-V with the def2-TZVPD basis set.

Its gap between HOMO and LUMO (alpha / beta) is 0.29442 / 0.29437 Ha. The energy comes out at -17364.1831 eV. As for the charge: +1. The calculation puts the strongest force on any atom at 0.113 hartree/bohr.

Last column: Mulliken charge in e.
Atoms and positions in Å:
C 2.102 0.594 0.651  -0.835
C 1.033 0.398 -0.144  -0.723
C 3.491 0.621 0.023  0.774
C -2.244 0.581 1.682  -1.088
C -2.645 0.628 0.150  -0.967
C -0.703 0.152 1.626  -0.731
C -0.351 0.292 0.192  0.476
C -1.419 0.808 -0.665  2.154
C -0.735 -2.078 -0.285  0.504
C 4.607 0.772 0.996  -1.374
C -1.471 0.406 -2.085  -1.767
C -1.033 2.336 -0.528  -1.358
C 0.486 -2.757 -0.534  -1.663
N -1.739 -2.840 -0.421  -0.242
O 3.590 0.639 -1.152  -0.497
H 2.171 0.786 1.684  0.375
H 1.242 0.300 -1.186  0.658
H -2.420 1.483 2.219  0.368
H -2.764 -0.161 2.349  0.337
H -3.132 -0.333 -0.166  0.209
H -3.403 1.315 -0.236  0.584
H -0.020 0.684 2.170  0.638
H -0.528 -0.915 1.991  0.323
H 5.635 0.454 0.656  0.351
H 4.248 0.387 1.890  0.390
H 4.839 1.762 1.173  0.370
H -1.164 1.118 -2.862  0.417
H -2.478 0.117 -2.443  0.336
H -0.818 -0.492 -2.261  0.240
H -0.265 2.673 -1.296  0.375
H -0.641 2.507 0.551  0.339
H -1.883 3.037 -0.507  0.374
H 1.502 -2.194 -0.327  0.180
H 0.679 -2.760 -1.658  0.337
H 0.408 -3.764 -0.336  0.588
H -2.745 -2.699 -0.189  0.284
H -1.430 -3.855 -0.723  0.265

=====

Computed, not measured: C13H22OP2RuSbSe4 as an isolated structure at a distorted geometry, with ωB97M-V with the def2-TZVPD basis set.

The spin multiplicity is 5. Its gap between HOMO and LUMO (alpha / beta) is 0.20343 / 0.15654 Ha. The energy comes out at -304966.7960 eV. As for the charge: -1. As for the expectation value of S²: 6.05. The calculation puts the strongest force on any atom at 0.077 hartree/bohr.

Last column: Mulliken charge in e.
Atoms and positions in Å:
Ru -0.732 -0.562 -1.038  -0.976
C 2.405 0.504 -2.322  -1.384
P 1.530 -0.613 -1.162  1.510
C 2.519 -2.148 -1.373  -1.375
C 2.153 -0.043 0.475  0.191
C 3.451 0.417 0.676  -0.393
C 3.848 0.859 1.927  -0.778
C 2.956 0.837 2.988  -0.756
C 1.663 0.380 2.799  -0.587
C 1.252 -0.054 1.543  -0.013
P -0.461 -0.616 1.185  1.384
C -1.487 0.533 2.174  -1.358
C -0.567 -2.127 2.227  -1.315
H 3.476 0.303 -2.332  0.422
H 2.227 1.544 -2.045  0.369
H 1.998 0.345 -3.322  0.384
H 3.580 -1.955 -1.209  0.419
H 2.370 -2.524 -2.386  0.413
H 2.170 -2.897 -0.662  0.336
H 4.144 0.458 -0.154  0.285
H 4.852 1.239 2.067  0.374
H 3.260 1.200 3.962  0.380
H 0.963 0.389 3.627  0.255
H -1.261 0.478 3.238  0.449
H -2.534 0.269 2.010  0.351
H -1.332 1.552 1.819  0.389
H -0.355 -1.894 3.270  0.416
H 0.144 -2.867 1.861  0.336
H -1.575 -2.536 2.139  0.404
Se -0.679 4.940 -3.381  -0.632
Sb -0.364 4.106 -1.072  0.610
Se -0.563 1.574 -0.993  -0.167
Se 1.893 4.861 -0.362  -0.637
Se -2.064 5.165 0.397  -0.647
C -4.180 -2.564 -1.754  -0.718
O -2.879 -1.976 -1.670  -0.251
C -2.628 -0.655 -1.480  0.731
C -3.728 0.350 -1.568  -1.236
H -4.248 -3.333 -0.985  0.242
H -4.286 -3.029 -2.735  0.227
H -4.982 -1.844 -1.608  0.326
H -4.728 -0.055 -1.726  0.453
H -3.494 1.037 -2.385  0.284
H -3.727 0.956 -0.660  0.282

=====

Computed, not measured: C13H23AuI2OP2S as an isolated structure at a distorted geometry, with ωB97M-V with the def2-TZVPD basis set.

The spin multiplicity is 3. Its gap between HOMO and LUMO (alpha / beta) is 0.20932 / 0.21357 Ha. The energy comes out at -65188.3340 eV. As for the charge: +2. As for the expectation value of S²: 2.01. The calculation puts the strongest force on any atom at 0.139 hartree/bohr.

Last column: Mulliken charge in e.
Atoms and positions in Å:
I -3.376 0.385 -1.321  -0.162
I 2.378 0.547 -0.775  0.228
Au -0.821 0.619 -1.441  0.605
P -0.592 -2.108 -1.473  0.824
C -0.814 -2.942 0.186  -1.261
C -1.890 -2.659 -2.495  -1.224
H -1.641 -3.705 -2.687  0.473
H 0.812 -3.707 -2.374  0.457
H -1.861 -2.064 -3.406  0.423
H 1.199 -2.080 -3.023  0.384
H -1.732 -2.608 0.665  0.410
H -2.844 -2.549 -1.981  0.399
C 0.969 -2.656 -2.115  -1.240
H -0.741 -4.002 0.025  0.620
H 1.823 -2.572 -1.423  0.382
H 0.030 -2.739 0.924  0.399
P -0.576 2.871 -1.400  0.592
C -0.784 3.664 0.183  -1.140
C 0.943 3.455 -2.123  -1.211
H -1.883 2.837 -3.401  0.389
H -1.666 4.479 -2.707  0.435
H -2.855 3.329 -1.991  0.390
C -1.881 3.430 -2.480  -1.359
H 1.173 2.886 -3.032  0.394
H 0.781 4.512 -2.378  0.445
H -0.774 4.755 0.015  0.424
H 0.034 3.395 0.868  0.354
H 1.780 3.357 -1.420  0.302
H -1.740 3.375 0.639  0.373
C -0.823 0.403 0.767  0.647
O -1.082 0.531 1.885  -0.274
S 0.563 -0.859 0.213  -0.882
C 1.198 -0.960 2.100  1.598
C 2.412 -0.435 2.374  -0.776
C 2.798 -0.552 3.700  -0.738
C 1.965 -1.146 4.645  -0.667
C 0.717 -1.636 4.262  -0.985
C 0.300 -1.521 2.947  0.210
H 3.085 0.047 1.675  0.103
H 3.762 -0.171 3.989  0.430
H 2.282 -1.224 5.688  0.417
H 0.054 -2.092 4.991  0.420
H -0.684 -1.889 2.705  0.395